(1)
This record from the Open Molecules 2025 dataset describes C8H9BrOS in the gas phase at a distorted geometry. The level of theory is ωB97M-V with the def2-TZVPD basis set.

```
20
Properties=species:S:1:pos:R:3:nbo_charge:R:1
C 0.80 -2.31 -0.26 -0.25
C 1.67 -2.10 0.78 -0.40
C -0.18 -1.30 -0.37 -0.09
C -0.10 -0.38 0.64 -0.19
C -0.26 1.96 -0.21 0.57
C -1.22 -1.23 -1.47 -0.65
C 0.97 2.53 0.41 -0.75
C -1.11 1.01 0.68 -0.32
O -0.63 2.18 -1.33 -0.53
S 1.29 -0.71 1.69 0.43
Br -1.72 1.44 2.54 0.03
H 0.76 -3.28 -0.80 0.23
H 2.48 -2.66 1.22 0.24
H -1.53 -0.18 -1.85 0.24
H -0.95 -1.76 -2.36 0.23
H -2.14 -1.65 -1.23 0.22
H 0.78 3.13 1.33 0.25
H 1.45 3.24 -0.28 0.25
H 1.52 1.54 0.73 0.25
H -1.88 0.54 0.14 0.24
```

The value obtained for the HOMO-LUMO gap is 0.3385 Eh. For the energy above the lowest of the compared OMol25 structures with the same formula, charge and spin, the calculation gives 13.3 kJ/mol. For the total energy, the calculation gives -91365.50669 eV. Its molecular weight is 233.1 g mol⁻¹. The calculation puts the HOMO energy at -9.01 eV. As for the lowest unoccupied orbital energy: 0.2 eV.

***

(2)
This record from the Open Molecules 2025 dataset describes an isolated ion of composition C5H10N and charge +1 at a distorted geometry. The level of theory is ωB97M-V with the def2-TZVPD basis set.

```
16
Properties=species:S:1:pos:R:3:nbo_charge:R:1
C -0.40 1.02 -1.74 -0.13
C 0.73 0.80 -1.02 -0.05
C -1.30 0.28 -0.61 -0.23
C 0.34 0.60 1.35 -0.43
C 0.44 -1.36 -0.08 -0.42
N 0.01 0.07 0.05 -0.22
H -0.69 1.58 -2.68 0.27
H 1.77 0.90 -1.11 0.25
H -1.87 1.04 -0.13 0.25
H -1.67 -0.62 -1.03 0.25
H -0.44 0.22 2.03 0.24
H 1.28 0.30 1.76 0.25
H 0.19 1.69 1.34 0.24
H 0.02 -2.24 0.37 0.26
H 0.41 -1.56 -1.13 0.23
H 1.50 -1.28 0.13 0.22
```

As for the charge: +1. The value obtained for the HOMO-LUMO gap is 0.4419 Eh. For the energy above the lowest of the compared OMol25 structures with the same formula, charge and spin, the calculation gives 241.0 kJ/mol. For the total energy, the calculation gives -6827.70424 eV. Its molecular weight is 84.1 g mol⁻¹. The calculation puts the HOMO energy at -15.24 eV. As for the lowest unoccupied orbital energy: -3.2 eV.

***

(3)
This record from the Open Molecules 2025 dataset describes C4H11N3O in the gas phase at a distorted geometry. The level of theory is ωB97M-V with the def2-TZVPD basis set.

```
19
Properties=species:S:1:pos:R:3:nbo_charge:R:1
C -0.31 -1.76 1.37 -0.65
C -0.74 -0.94 0.16 0.29
O -1.22 -1.51 -0.86 -0.76
H -1.46 -0.08 0.64 0.05
H -1.19 -2.20 1.84 0.22
H 0.21 -1.14 2.10 0.21
H 0.37 -2.55 1.05 0.21
C 0.50 0.28 -0.28 0.10
N 0.61 0.23 -1.72 -0.90
N 1.71 0.17 0.48 -0.84
N -1.12 2.04 -0.69 -0.73
C -0.40 1.33 0.20 0.20
H -0.03 -0.49 -2.06 0.41
H 1.55 0.02 -2.01 0.37
H 2.29 1.00 0.41 0.36
H 2.26 -0.64 0.22 0.37
H -1.73 2.78 -0.39 0.41
H -0.94 1.79 -1.66 0.44
H -0.35 1.66 1.22 0.23
```

The value obtained for the HOMO-LUMO gap is 0.2894 Eh. For the energy above the lowest of the compared OMol25 structures with the same formula, charge and spin, the calculation gives 341.6 kJ/mol. For the total energy, the calculation gives -10841.67049 eV. Its molecular weight is 117.2 g mol⁻¹. The calculation puts the HOMO energy at -7.50 eV. As for the lowest unoccupied orbital energy: 0.4 eV.

***

(4)
This record from the Open Molecules 2025 dataset describes C28H27Cl3IrN3OSe as an isolated structure. The level of theory is ωB97M-V with the def2-TZVPD basis set.

```
64
Properties=species:S:1:pos:R:3:mulliken_spin:R:1
Ir 0.09 -0.30 -0.27 2.46
C 0.47 0.33 2.89 0.02
N -0.29 -0.73 2.20 0.18
C 0.13 -2.04 2.69 -0.01
C -1.71 -0.49 2.25 -0.05
C -2.58 -1.18 3.07 -0.02
C -3.94 -0.92 3.02 0.07
C -4.44 0.02 2.13 -0.02
C -3.58 0.72 1.30 0.09
C -2.21 0.48 1.37 0.03
N -1.28 1.05 0.48 0.62
C -1.34 2.37 0.09 0.04
C -2.13 3.34 0.72 0.13
C -2.14 4.64 0.26 -0.06
C -1.36 5.00 -0.83 0.14
C -0.54 4.06 -1.44 -0.06
C -0.50 2.76 -0.97 -0.01
N 0.40 1.78 -1.53 0.12
C 1.80 2.19 -1.32 0.02
C 0.15 1.56 -2.97 0.00
H 0.27 0.29 3.97 0.00
H 0.18 1.31 2.51 -0.02
H 1.53 0.18 2.71 0.00
H -0.01 -2.13 3.78 0.00
H 1.19 -2.16 2.49 -0.01
H -0.41 -2.84 2.19 0.01
H -2.20 -1.93 3.76 0.00
H -4.62 -1.47 3.66 0.00
H -5.51 0.20 2.06 0.00
H -3.97 1.42 0.58 0.00
H -2.72 3.07 1.59 0.00
H -2.75 5.38 0.76 0.00
H -1.38 6.02 -1.20 0.00
H 0.10 4.36 -2.26 0.00
H 2.03 3.12 -1.85 0.00
H 2.46 1.40 -1.69 -0.01
H 1.98 2.33 -0.26 -0.01
H 0.46 2.43 -3.56 0.00
H -0.90 1.37 -3.14 0.00
H 0.73 0.69 -3.30 0.00
Cl 5.11 -4.98 2.29 0.00
C 3.93 -4.07 1.41 0.03
C 4.06 -2.70 1.31 -0.02
C 3.11 -1.99 0.60 0.00
Cl 3.25 -0.26 0.50 0.02
C 2.02 -2.60 -0.03 0.01
O 1.10 -1.95 -0.73 0.07
C 1.93 -3.99 0.11 0.02
Cl 0.57 -4.80 -0.60 0.00
C 2.86 -4.73 0.81 -0.02
H 4.89 -2.18 1.77 0.00
H 2.76 -5.80 0.90 0.00
Se -1.84 -1.09 -1.94 1.01
C -2.96 -2.33 -1.10 0.07
C -2.56 -2.98 0.07 0.00
C -3.41 -3.88 0.68 -0.04
C -4.66 -4.13 0.13 0.11
C -5.06 -3.49 -1.04 -0.04
C -4.21 -2.60 -1.66 0.05
H -1.57 -2.79 0.46 0.05
H -3.10 -4.40 1.58 0.00
H -5.33 -4.84 0.60 0.00
H -6.03 -3.70 -1.47 0.00
H -4.51 -2.10 -2.58 -0.01
```

As for the charge: +1. The value obtained for the HOMO-LUMO gap (spin up / spin down) is 0.2969 / 0.2065 Eh. For the energy above the lowest of the compared OMol25 structures with the same formula, charge and spin, the calculation gives 17.4 kJ/mol. For the total energy, the calculation gives -141736.35694 eV. Its molecular weight is 799.1 g mol⁻¹. The calculation puts the HOMO energy (spin up / spin down) at -10.03 / -10.82 eV. The spin multiplicity is 6. As for the lowest unoccupied orbital energy (spin up / spin down): -1.9 / -5.2 eV.

***

(5)
This record from the Open Molecules 2025 dataset describes C14H12F6IrN4O3SSe4 as an isolated structure at a distorted geometry. The level of theory is ωB97M-V with the def2-TZVPD basis set.

```
45
Properties=species:S:1:pos:R:3:nbo_charge:R:1
Ir -1.60 -1.58 1.75 0.77
Se -3.48 -3.01 1.97 0.28
Se -2.92 -5.10 1.38 -0.64
Se -3.36 -2.97 4.07 -0.06
Se -1.34 -1.86 4.02 -0.11
N 3.16 4.26 -2.07 -0.80
C 2.65 3.40 -1.09 0.18
C 1.39 3.61 -0.54 -0.28
C 0.90 2.78 0.45 -0.17
C 1.68 1.73 0.92 -0.32
C 2.95 1.52 0.40 -0.17
C 3.43 2.35 -0.60 -0.27
S 1.06 0.69 2.20 2.34
O 0.05 1.44 2.89 -0.95
O 2.20 0.18 2.92 -0.95
N 0.28 -0.52 1.44 -0.95
C 0.93 -1.59 0.93 0.58
N 2.19 -1.66 0.52 -0.49
C 2.57 -2.85 0.04 0.11
C 1.74 -3.95 -0.04 -0.36
C 0.43 -3.79 0.39 0.13
N 0.05 -2.62 0.86 -0.44
H 2.45 4.72 -2.62 0.37
H 3.86 3.85 -2.66 0.37
H 0.78 4.43 -0.91 0.21
H -0.08 2.95 0.88 0.25
H 3.54 0.69 0.77 0.25
H 4.42 2.18 -1.01 0.20
H 3.60 -2.91 -0.29 0.19
H 2.09 -4.89 -0.43 0.23
H -0.32 -4.57 0.38 0.26
C -1.14 0.61 -1.49 -0.65
C -2.37 -0.12 -0.96 0.11
O -2.06 -1.25 -0.26 -0.83
C -3.22 -0.61 -2.16 0.96
F -4.29 -1.33 -1.79 -0.31
F -2.48 -1.39 -2.97 -0.33
F -3.68 0.41 -2.93 -0.34
C -3.21 0.87 -0.10 0.95
F -4.34 0.33 0.36 -0.32
F -3.55 1.99 -0.79 -0.34
F -2.49 1.28 0.96 -0.32
H -0.56 -0.10 -2.07 0.23
H -0.53 0.91 -0.64 0.24
H -1.38 1.48 -2.10 0.21
```

As for the charge: -1. The value obtained for the HOMO-LUMO gap (spin up / spin down) is 0.2352 / 0.2199 Eh. For the total energy, the calculation gives -318183.64672 eV. Its molecular weight is 938.4 g mol⁻¹. The calculation puts the HOMO energy (spin up / spin down) at -4.60 / -4.62 eV. As for the lowest unoccupied orbital energy (spin up / spin down): 1.8 / 1.4 eV.

***

(6)
This record from the Open Molecules 2025 dataset describes a 2-piece molecular cluster, C6H15IN3 overall at a distorted geometry. The level of theory is ωB97M-V with the def2-TZVPD basis set.

```
25
Properties=species:S:1:pos:R:3:nbo_charge:R:1
C 1.78 1.62 -0.47 -0.43
C 1.20 0.98 -1.66 -0.19
C 0.72 1.70 0.66 -0.22
C 0.06 -0.55 -0.02 0.71
C -0.65 -2.76 -0.95 -0.44
C -0.51 0.12 2.25 -0.41
N 0.36 -0.15 -1.20 -0.58
N -0.28 -1.91 0.19 -0.60
N 0.28 0.29 1.04 -0.41
I -2.73 0.34 -0.27 -0.08
H 2.62 0.98 -0.20 0.22
H 2.12 2.57 -0.75 0.25
H 0.65 1.59 -2.32 0.22
H 1.98 0.57 -2.24 0.22
H 1.11 2.08 1.62 0.23
H 0.02 2.44 0.35 0.22
H -1.22 -3.58 -0.43 0.25
H -1.51 -2.23 -1.52 0.20
H 0.19 -3.09 -1.52 0.23
H -1.13 1.10 2.39 0.22
H -1.12 -0.71 2.08 0.20
H 0.09 -0.03 3.19 0.23
H 0.00 -0.66 -1.96 0.42
H -0.58 -2.10 1.16 0.42
H -3.43 1.39 0.57 0.12
```

As for the charge: +1. The value obtained for the HOMO-LUMO gap is 0.3972 Eh. For the energy above the lowest of the compared OMol25 structures with the same formula, charge and spin, the calculation gives 173.4 kJ/mol. For the total energy, the calculation gives -19029.22162 eV. Its molecular weight is 256.1 g mol⁻¹. The calculation puts the HOMO energy at -13.39 eV. As for the lowest unoccupied orbital energy: -2.6 eV.